Below is a 4-piece molecular cluster, C9H17NO12S2 overall in a non-equilibrium geometry, with properties calculated with ωB97M-V/def2-TZVPD.

```
! RIJCOSX wB97M-V def2-TZVPD def2/J DEFGRID3
* xyz 0 1
C 1.183 0.349 -0.907
N 0.390 0.346 0.364
O 0.269 1.399 0.968
O -0.068 -0.726 0.722
H 1.561 1.355 -1.043
H 0.480 0.085 -1.690
H 1.988 -0.360 -0.755
O 5.237 1.113 -2.624
S 5.487 0.299 -1.510
O 4.501 -0.599 -1.037
O 6.852 -0.480 -1.642
C 7.815 -0.060 -0.614
C 6.946 0.534 0.464
O 5.928 1.216 -0.266
H 8.364 -0.950 -0.324
H 8.469 0.656 -1.108
H 7.482 1.243 1.089
H 6.508 -0.246 1.091
O -5.301 0.826 1.598
S -4.735 -0.344 2.155
O -5.213 -1.626 1.836
O -3.162 -0.327 1.897
C -2.495 0.321 2.992
C -3.307 -0.124 4.202
O -4.681 -0.166 3.740
H -1.501 -0.117 3.032
H -2.445 1.399 2.853
H -3.256 0.554 5.048
H -3.042 -1.140 4.494
O -5.409 -0.099 -3.696
C -4.422 -0.220 -3.042
C -4.097 0.392 -1.685
C -2.933 -0.467 -1.185
C -2.320 -1.007 -2.506
O -3.385 -0.995 -3.463
H -3.802 1.428 -1.808
H -4.988 0.222 -1.087
H -2.191 0.102 -0.637
H -3.221 -1.356 -0.630
H -1.500 -0.395 -2.892
H -1.989 -2.036 -2.394
*
```

SMILES string = C[N+](=O)[O-].O=S1(=O)OCCO1.O=S1(=O)OCCO1.O=C1CCCO1
Highest occupied orbital energy = -0.3642 Ha
F_max = 1.42 eV Å⁻¹
LUMO level = -0.02 eV
M = 395.4 u

natural (NBO) population analysis, charges in e, atoms 1 to 2: atom 1 (C): -0.481, atom 2 (N): 0.534